P | A molecular structure, C37H29AuBF9N11P. Source: OMol25; level of theory: ωB97M-V/def2-TZVPD.

Atoms and positions in Å:
Au  0.67322  -0.09558  0.16561
C  -2.47322  -2.59887  2.46285
C  -1.63943  -2.48562  1.35139
N  -1.08756  -1.25624  1.29992
N  -1.59637  -0.56957  2.32857
C  -2.42302  -1.35787  3.05605
B  -1.61525  0.99694  2.24280
N  -0.15375  1.61431  2.31292
C  0.17816  2.64627  3.08812
C  1.33384  3.24014  2.61246
C  1.68260  2.51100  1.50073
N  0.78088  1.52208  1.32195
N  -2.11072  1.36314  0.81760
C  -3.22722  1.95342  0.34054
C  -3.20781  1.90925  -1.03380
C  -2.01199  1.26899  -1.34587
N  -1.34950  0.96201  -0.23339
N  -2.38693  1.54152  3.39165
C  -3.34796  2.50104  3.56903
C  -3.59706  2.60330  4.90546
C  -2.71389  1.68304  5.50388
N  -1.97340  1.05932  4.60828
H  -3.04361  -3.45428  2.78059
H  -1.45366  -3.21648  0.57977
H  -2.92794  -0.98036  3.92715
H  -0.43884  2.90094  3.93504
H  1.83605  4.10680  3.00658
H  2.48065  2.67975  0.80950
H  -3.98557  2.34899  0.98910
H  -3.94234  2.30814  -1.71101
H  -1.60038  1.04034  -2.31652
H  -3.77669  3.06705  2.76303
H  -4.26955  3.28710  5.39350
H  -2.57685  1.47328  6.55335
N  1.23229  -5.06277  -2.55624
C  1.18076  -4.37316  -1.44037
C  0.95746  -2.95116  -1.44704
N  0.90189  -2.28963  -0.30482
C  1.01530  -2.98332  0.83766
C  1.25008  -4.39840  0.81828
N  1.34794  -5.07328  -0.28468
H  1.07807  -4.65292  -3.46995
H  1.40442  -6.06509  -2.50531
H  0.80846  -2.41390  -2.37264
H  0.90064  -2.44461  1.76522
H  1.35290  -4.94168  1.75187
F  5.75291  5.56410  -2.28500
C  5.16814  4.69783  -3.11770
F  6.09043  4.25238  -3.97432
F  4.22131  5.33793  -3.80228
C  4.59067  3.53785  -2.32581
C  5.46802  2.73587  -1.60208
C  4.97984  1.68428  -0.84961
C  3.59830  1.45172  -0.81898
C  2.72404  2.25479  -1.54974
C  3.22561  3.30429  -2.30535
P  3.04157  0.03305  0.11931
C  3.67964  0.02847  1.78895
C  3.47573  -1.10064  2.59375
C  3.83887  -1.08949  3.92613
C  4.39932  0.06026  4.46976
C  4.64139  1.17168  3.67892
C  4.28254  1.16035  2.34112
C  4.69687  0.12288  5.95806
F  5.75879  0.88711  6.20124
F  4.91723  -1.09537  6.45307
F  3.64084  0.65048  6.59116
C  3.69690  -1.36827  -0.80056
C  3.34804  -1.43008  -2.15248
C  3.81658  -2.46400  -2.94748
C  4.61193  -3.45090  -2.37833
C  4.98642  -3.38167  -1.04341
C  4.53981  -2.33210  -0.25015
C  5.03786  -4.65786  -3.19014
F  6.34300  -4.85672  -3.13547
F  4.42395  -5.75444  -2.67807
F  4.65607  -4.54984  -4.46396
H  6.53173  2.93554  -1.63046
H  5.66799  1.05768  -0.29443
H  1.65383  2.07950  -1.52621
H  2.55961  3.93763  -2.87491
H  3.04824  -2.00197  2.17487
H  3.69674  -1.96400  4.54660
H  5.11513  2.04603  4.10552
H  4.50759  2.02500  1.73183
H  2.72922  -0.65511  -2.59591
H  3.57734  -2.49898  -4.00295
H  5.63371  -4.14212  -0.62360
H  4.87047  -2.26711  0.77699

Calculated values
Spin multiplicity = 2
Net charge = +3
LUMO (alpha / beta) = -10.8 / -12.8 eV
HOMO energy (alpha / beta) = -15.9 / -15.9 eV
Gap between HOMO and LUMO (alpha / beta) = 0.18575 / 0.11200 hartree

Atom charges from the Mulliken analysis, given in e for atoms 1 to 2: number 1, Au, carries 1.56; number 2, C, carries -1.36

Q | A molecular structure, C37H29AuBF9N11P. Source: OMol25; level of theory: ωB97M-V/def2-TZVPD.

Atoms and positions in Å:
Au  -0.88212  -0.01639  -0.06937
C  -4.93636  -0.27121  -1.53549
C  -4.00254  0.17724  -0.61577
N  -2.80923  -0.37299  -0.87975
N  -2.96799  -1.19382  -1.93841
C  -4.23765  -1.13774  -2.36151
B  -1.75432  -2.06772  -2.38587
N  -0.66630  -1.16315  -3.07376
C  -0.38993  -0.92384  -4.42666
C  0.80123  -0.22743  -4.51652
C  1.19825  -0.08730  -3.20788
N  0.26011  -0.67463  -2.34172
N  -1.18316  -2.65608  -0.99993
C  -0.92790  -3.95852  -0.80506
C  -0.47462  -4.16107  0.48355
C  -0.45333  -2.90465  1.05350
N  -0.88821  -1.99554  0.16768
N  -2.15991  -3.14808  -3.29096
C  -3.11451  -4.11031  -3.12550
C  -3.04394  -4.95166  -4.20655
C  -2.00550  -4.42461  -5.00275
N  -1.47000  -3.36234  -4.45387
H  -5.98543  -0.04127  -1.57216
H  -4.14141  0.80694  0.24757
H  -4.56564  -1.74122  -3.19012
H  -1.06216  -1.28205  -5.18795
H  1.32053  0.07019  -5.40971
H  2.11712  0.31075  -2.81246
H  -1.10437  -4.66098  -1.60100
H  -0.20619  -5.09480  0.94351
H  -0.16200  -2.61605  2.05104
H  -3.74782  -4.13419  -2.25503
H  -3.66390  -5.80586  -4.41151
H  -1.62544  -4.79041  -5.94272
N  -2.84024  4.39986  -2.50475
C  -1.78485  3.67979  -2.12219
C  -1.93999  2.56295  -1.26590
N  -0.87681  1.86312  -0.88634
C  0.33023  2.25075  -1.32951
C  0.44433  3.34967  -2.17839
N  -0.57989  4.06275  -2.58714
H  -3.77701  4.20121  -2.21149
H  -2.69237  5.18687  -3.11151
H  -2.91347  2.26621  -0.92655
H  1.19745  1.72734  -0.98490
H  1.43170  3.63831  -2.52040
F  -0.37892  -3.60967  6.48978
C  0.13700  -2.39674  6.72710
F  -0.72011  -1.72676  7.49908
F  1.28031  -2.54742  7.38858
C  0.34344  -1.66950  5.40819
C  1.61611  -1.46911  4.90125
C  1.77403  -0.85923  3.66328
C  0.64641  -0.46314  2.94327
C  -0.63559  -0.64241  3.47564
C  -0.78528  -1.24804  4.70591
P  0.85232  0.46666  1.43548
C  0.72515  2.20754  1.85923
C  1.85361  2.88089  2.33706
C  1.73545  4.18293  2.79754
C  0.49814  4.80703  2.79072
C  -0.63469  4.13608  2.34698
C  -0.52125  2.83824  1.88328
C  0.36319  6.22892  3.31086
F  -0.61400  6.87298  2.66236
F  0.06297  6.21725  4.61046
F  1.49647  6.90862  3.14294
C  2.41683  0.07124  0.63328
C  2.76256  -1.27585  0.50654
C  3.85637  -1.65053  -0.25956
C  4.61095  -0.67924  -0.89827
C  4.30091  0.66899  -0.75052
C  3.20468  1.04597  0.00441
C  5.76077  -1.05457  -1.81477
F  6.88119  -0.44370  -1.44076
F  5.46844  -0.65591  -3.06669
F  5.96856  -2.36736  -1.83440
H  2.48092  -1.78036  5.47119
H  2.77091  -0.70046  3.27394
H  -1.51528  -0.31022  2.93583
H  -1.76932  -1.39183  5.13069
H  2.82083  2.39749  2.37047
H  2.60520  4.71231  3.16294
H  -1.59653  4.62924  2.37532
H  -1.41181  2.31352  1.56522
H  2.18387  -2.04564  1.00081
H  4.12116  -2.69439  -0.35926
H  4.92790  1.42024  -1.21417
H  2.99166  2.09791  0.13098

Calculated values
Spin multiplicity = 2
Net charge = +3
LUMO (alpha / beta) = -10.1 / -12.1 eV
HOMO energy (alpha / beta) = -16.9 / -16.9 eV
Gap between HOMO and LUMO (alpha / beta) = 0.25139 / 0.17672 hartree

Atom charges from the Mulliken analysis, given in e for atoms 1 to 2: number 1, Au, carries 1.80; number 2, C, carries -1.49

List of relative energies, unit hartree: P 0.0515; Q 0.0000

P | A gas-phase ion, CH7N6 (charge +1). Source: OMol25; level of theory: ωB97M-V/def2-TZVPD.

Atoms and positions in Å:
C  -0.24359  0.64560  -0.78774
N  2.40564  0.06069  1.62508
N  0.85786  0.83510  1.36645
N  2.87199  -0.70545  0.91916
N  0.11518  0.19470  0.44129
N  -1.18896  0.09506  -1.53517
N  -1.95932  -0.96604  -1.02902
H  0.09086  1.50434  -1.22603
H  2.72960  0.55210  2.48147
H  0.52252  0.83819  2.31097
H  -1.21935  0.37003  -2.58317
H  -0.30414  -0.72124  0.71239
H  -2.96640  -0.84352  -1.29230
H  -1.71189  -1.85957  -1.40338

Calculated values
Net charge = +1
LUMO = -3.9 eV
HOMO energy = -12.7 eV
Gap between HOMO and LUMO = 0.32393 hartree

Atom charges from the natural (NBO) analysis, given in e for atoms 1 to 2: number 1, C, carries 0.40; number 2, N, carries -0.10

Q | 2 unconnected molecules or ions with the total composition CH7N6. Source: OMol25; level of theory: ωB97M-V/def2-TZVPD.

Atoms and positions in Å:
C  -0.55865  1.03426  -0.38099
N  -1.76448  0.97935  0.24799
N  -2.15422  -0.20744  0.40110
N  -0.27416  -0.22805  -0.78649
N  -1.30189  -0.96124  -0.22699
N  0.12332  2.13413  -0.54827
N  1.37816  -1.18188  0.69062
H  0.78166  -0.63321  -0.69514
H  -1.25721  -2.01722  -0.09034
H  0.69168  2.23277  -1.35341
H  -0.20742  3.09320  -0.23019
H  1.51716  -2.07479  0.33451
H  0.74760  -1.21568  1.53266
H  2.27844  -0.95421  1.10493

Calculated values
Net charge = +1
LUMO = -4.1 eV
HOMO energy = -14.5 eV
Gap between HOMO and LUMO = 0.38289 hartree

Atom charges from the natural (NBO) analysis, given in e for atoms 1 to 2: number 1, C, carries 0.54; number 2, N, carries -0.27

List of relative energies, unit hartree: P 0.0945; Q 0.0000

P | 2 unconnected molecules or ions with the total composition C5H14O. Source: OMol25; level of theory: ωB97M-V/def2-TZVPD.

Atoms and positions in Å:
C  0.00000  0.00000  0.00000
C  -1.39257  -0.21625  -0.65390
C  -1.18192  -1.37635  -1.65758
C  -2.46612  -0.55754  0.36552
C  -1.83598  1.06300  -1.30217
H  0.70833  0.17472  -0.82726
H  0.36463  -0.84933  0.60191
H  -0.02392  0.89910  0.63848
H  -0.22060  -1.22513  -2.17682
H  -1.99544  -1.32142  -2.40040
H  -1.18401  -2.38329  -1.20737
H  -2.16743  -1.52738  0.79774
H  -3.34398  -0.71682  -0.28302
H  -2.75386  0.12002  1.18694
H  -2.85126  1.08094  -1.73288
H  -1.11162  1.30270  -2.09868
H  -1.77101  1.84005  -0.52205
O  2.41748  -2.15120  0.81975
H  1.95605  -1.40945  0.36683
H  2.78831  -2.69582  0.08891

Calculated values
LUMO = 0.7 eV
SMILES = CC(C)(C)C.O
HOMO energy = -11.1 eV
Gap between HOMO and LUMO = 0.43286 hartree

Atom charges from the natural (NBO) analysis, given in e for atoms 1 to 2: number 1, C, carries -0.61; number 2, C, carries -0.06

Q | 2 unconnected molecules or ions with the total composition C5H14O. Source: OMol25; level of theory: ωB97M-V/def2-TZVPD.

Atoms and positions in Å:
C  -1.23385  -1.02979  1.01315
C  -0.89848  -0.21862  -0.26905
C  -0.19658  1.08452  -0.19357
C  0.63242  1.33073  -1.49936
C  0.62647  1.31974  1.10035
H  -1.73163  -0.61922  1.81958
H  -1.92636  -1.98547  0.93011
H  -0.31650  -1.43159  1.48521
H  0.06189  -0.79658  -0.75145
H  -1.72583  -0.11231  -1.02795
H  -0.94166  2.03242  0.01342
H  1.34493  2.20461  -1.43628
H  0.06058  1.49727  -2.46251
H  1.25190  0.37870  -1.75346
H  0.58706  2.34928  1.45753
H  1.75087  1.14558  0.96181
H  0.33228  0.66325  1.88344
O  0.97625  -2.86036  -0.34691
H  1.27279  -1.98244  -0.54989
H  0.07345  -2.96973  -0.37416

Calculated values
LUMO = 1.0 eV
SMILES = CCC(C)C.O
HOMO energy = -10.4 eV
Gap between HOMO and LUMO = 0.41772 hartree

Atom charges from the natural (NBO) analysis, given in e for atoms 1 to 2: number 1, C, carries -0.64; number 2, C, carries -0.40

List of relative energies, unit hartree: P 0.0000; Q 0.0618

P | 2 unconnected molecules or ions with the total composition C9H14O. Source: OMol25; level of theory: ωB97M-V/def2-TZVPD.

Atoms and positions in Å:
C  -2.08231  2.12532  1.52271
C  -0.73192  1.46517  1.78808
H  -1.99786  3.20558  1.58279
H  -2.60020  1.84741  0.60047
H  -2.76159  1.83635  2.33008
H  -0.77492  0.40150  1.57465
H  -0.58646  1.53370  2.87246
H  0.05846  1.87038  1.16722
C  1.33429  -3.20681  -0.29579
C  0.18881  0.82718  -1.08288
C  1.54239  0.49554  -1.00885
C  -0.78982  -0.13570  -1.07402
C  1.91430  -0.83879  -0.70836
C  -0.43754  -1.50376  -0.85170
C  0.93444  -1.80067  -0.65767
O  -0.17100  2.15768  -1.33504
H  2.20301  1.35953  -0.94249
H  0.25453  2.36732  -2.18089
H  -1.82704  0.15297  -1.15002
H  2.96937  -1.09102  -0.71796
H  -1.14322  -2.31604  -0.73176
H  1.11146  -3.90794  -1.11318
H  0.96774  -3.65881  0.61987
H  2.42509  -3.18612  -0.20773

Calculated values
Spin multiplicity = 2
Net charge = -1
LUMO (alpha / beta) = 3.9 / 3.9 eV
HOMO energy (alpha / beta) = 0.7 / -3.7 eV
Gap between HOMO and LUMO (alpha / beta) = 0.11937 / 0.27861 hartree

Atom charges from the natural (NBO) analysis, given in e for atoms 1 to 2: number 1, C, carries -0.60; number 2, C, carries -0.61

Q | 2 unconnected molecules or ions with the total composition C9H14O. Source: OMol25; level of theory: ωB97M-V/def2-TZVPD.

Atoms and positions in Å:
C  3.03607  1.72596  -2.07788
C  2.35726  2.66926  -1.06499
H  4.04440  1.53716  -1.68051
H  2.52080  0.76904  -2.09033
H  3.06231  2.17348  -3.06797
H  1.62209  3.31786  -1.53928
H  3.13897  3.29990  -0.63372
H  1.88697  2.03419  -0.30796
C  -2.59544  1.35719  -0.63258
C  -1.26708  -1.60405  1.43096
C  -2.13282  -0.56160  0.94446
C  0.03579  -1.70940  1.05275
C  -1.68024  0.33159  -0.03607
C  0.54867  -0.84010  0.05243
C  -0.37548  0.07510  -0.50888
O  0.90249  -2.65043  1.59711
H  -1.69071  -2.46089  1.95081
H  -3.11704  -0.50650  1.40557
H  0.83412  -2.62723  2.55618
H  1.61344  -0.88959  -0.13836
H  -3.52379  0.87686  -0.94033
H  -2.05686  1.74885  -1.50927
H  -0.03203  0.69911  -1.33948
H  -2.79452  2.24695  -0.03065

Calculated values
Spin multiplicity = 2
Net charge = -1
LUMO (alpha / beta) = 3.7 / 3.7 eV
HOMO energy (alpha / beta) = 0.8 / -3.5 eV
Gap between HOMO and LUMO (alpha / beta) = 0.10520 / 0.26287 hartree

Atom charges from the natural (NBO) analysis, given in e for atoms 1 to 2: number 1, C, carries -0.61; number 2, C, carries -0.61

List of relative energies, unit hartree: P 0.0000; Q 0.0056